[1]
Below is a structure of composition C23H50MgNO6P2Si, with properties calculated with ωB97M-V with the def2-TZVPD basis set.

## Properties
Charge: +1
HOMO energy in Eh: -0.3589
HOMO-LUMO gap in eV: 5.5

Last column: Mulliken charge in e.
Cartesian coordinates (Å):
Mg 0.16 0.39 -0.22  -0.15
P 2.47 -1.09 0.39  1.42
C 2.29 -0.86 -1.51  -1.75
C 1.09 -1.44 -2.11  0.94
N -0.12 -1.04 -1.58  0.52
C -1.28 -1.35 -2.12  0.78
C -1.33 -2.25 -3.16  -1.07
C -0.12 -2.73 -3.71  -0.60
C 1.09 -2.29 -3.21  -0.88
C -2.50 -0.74 -1.57  -1.43
P -2.29 1.07 -0.88  1.31
H 2.10 -2.58 -3.57  0.45
H -2.25 -2.55 -3.56  0.59
H -0.10 -3.43 -4.53  0.45
H -3.29 -0.75 -2.35  0.56
H -2.88 -1.36 -0.73  0.45
H 2.05 0.54 -1.49  0.22
H 3.24 -1.02 -2.06  0.73
H 0.56 3.52 -0.94  0.34
O 1.43 1.26 -1.54  -0.78
H 0.99 1.29 -2.44  0.31
H -0.99 2.01 -0.66  -0.30
O -0.29 3.71 -0.47  -0.62
H -0.81 3.71 -1.54  0.42
C -2.94 1.99 -2.32  -1.55
H -3.76 1.43 -2.81  0.48
H -3.34 2.97 -2.01  0.42
H -2.14 2.11 -3.07  0.44
C -3.80 1.03 0.25  -1.19
H -3.81 1.94 0.87  0.46
H -4.77 0.96 -0.29  0.57
H -3.73 0.16 0.94  0.16
C 2.63 -2.85 0.42  -1.68
H 3.51 -3.18 -0.11  0.52
H 2.70 -3.10 1.47  0.50
H 1.75 -3.32 -0.01  0.33
C 4.18 -0.46 0.50  -1.58
H 4.33 -0.31 1.58  0.42
H 4.89 -1.21 0.13  0.41
H 4.33 0.50 -0.01  0.38
C 1.81 -1.15 4.26  -1.74
C 0.50 -1.89 4.51  1.94
C 0.51 -3.27 3.84  -1.61
C 0.23 -2.02 6.01  -1.85
O -0.61 -1.16 3.88  0.52
Si -0.77 0.29 3.11  -2.43
O -0.30 0.31 1.60  2.10
O -2.38 0.69 3.19  0.11
C -3.31 0.29 4.25  1.52
C -3.63 -1.20 4.12  -1.46
C -2.72 0.55 5.63  -1.25
C -4.59 1.11 4.04  -1.68
O 0.09 1.37 4.02  0.19
C 0.16 2.82 3.79  2.21
C -0.02 3.18 2.33  -1.47
C -0.91 3.51 4.61  -1.82
C 1.55 3.26 4.24  -1.92
H 2.65 -1.75 4.65  0.57
H 1.81 -0.19 4.78  0.20
H 1.98 -0.99 3.19  0.34
H 1.33 -3.89 4.24  0.43
H -0.43 -3.80 4.04  0.33
H 0.64 -3.18 2.75  0.15
H 0.22 -1.03 6.49  0.30
H -0.72 -2.55 6.20  0.30
H 1.05 -2.62 6.47  0.48
H -2.73 -1.80 4.28  0.05
H -4.38 -1.48 4.87  0.47
H -4.02 -1.42 3.12  0.26
H -2.45 1.60 5.76  0.19
H -3.48 0.30 6.39  0.58
H -1.85 -0.09 5.81  0.00
H -4.38 2.18 4.13  0.35
H -5.02 0.92 3.05  0.24
H -5.33 0.83 4.80  0.43
H -1.00 2.88 1.96  0.11
H 0.05 4.27 2.19  0.71
H 0.76 2.72 1.72  -0.04
H -0.79 3.26 5.67  0.41
H -0.82 4.60 4.50  0.50
H -1.92 3.22 4.28  0.16
H 1.70 3.02 5.29  0.42
H 2.33 2.76 3.65  0.31
H 1.66 4.34 4.10  0.42

---

[2]
Below is a structure of composition C23H51AlCl20FNOP, with properties calculated with ωB97M-V with the def2-TZVPD basis set.

## Properties
Charge: -1
HOMO energy in Eh: -0.1286
HOMO-LUMO gap in eV: 4.7

Last column: Mulliken charge in e.
Cartesian coordinates (Å):
N -2.49 -1.37 5.95  -0.76
P -2.39 0.37 5.44  0.35
O -2.83 0.44 3.75  -0.60
Al -4.05 1.39 6.79  -0.10
C -5.81 1.32 5.74  -0.26
C -6.92 0.26 6.31  0.44
C -6.33 -1.21 6.75  0.67
F -7.38 -1.84 7.63  -0.40
H -3.52 -1.50 6.14  0.32
H -2.01 -1.37 6.89  0.27
H -3.67 0.97 3.61  0.30
H -4.16 0.70 8.20  -0.14
H -3.62 2.92 7.07  -0.32
H -6.31 2.40 5.84  0.05
H -5.62 1.08 4.61  0.17
H -7.74 0.05 5.47  -0.61
H -7.51 0.72 7.21  0.08
H -5.32 -1.19 7.34  -0.57
H -6.23 -1.95 5.83  0.22
Cl -3.14 -3.32 12.32  -0.21
C -4.59 -2.92 11.37  -0.46
C -4.32 -2.92 9.87  -0.26
Cl -3.26 -1.58 9.38  -0.14
H -4.96 -1.95 11.71  0.30
H -5.35 -3.68 11.61  0.32
H -5.25 -2.81 9.32  0.09
H -3.84 -3.86 9.55  0.32
Cl 1.07 -0.08 4.48  -0.18
C 0.19 -0.83 3.13  0.06
C 0.50 -2.31 2.99  -0.48
Cl 2.17 -2.59 2.44  -0.23
H 0.43 -0.28 2.22  0.16
H -0.88 -0.69 3.34  -0.03
H -0.16 -2.76 2.25  0.27
H 0.36 -2.84 3.94  0.37
Cl -7.30 4.89 7.60  -0.16
C -7.56 4.79 9.36  -0.46
C -6.52 3.92 10.04  -0.47
Cl -6.70 2.20 9.62  -0.12
H -8.58 4.41 9.53  0.29
H -7.51 5.81 9.75  0.31
H -6.63 3.99 11.13  0.32
H -5.50 4.23 9.78  0.30
Cl 1.90 -1.81 -4.08  -0.22
C 2.85 -1.86 -2.57  -0.34
C 1.97 -1.96 -1.34  -0.41
Cl 1.04 -0.46 -1.05  -0.20
H 3.48 -0.97 -2.54  0.32
H 3.50 -2.74 -2.63  0.31
H 2.58 -2.12 -0.45  0.23
H 1.26 -2.79 -1.42  0.31
Cl -10.56 2.22 5.93  -0.14
C -11.45 1.46 4.58  -0.46
C -11.14 -0.02 4.44  -0.45
Cl -9.47 -0.30 3.88  -0.20
H -11.21 2.02 3.66  0.30
H -12.52 1.60 4.78  0.30
H -11.80 -0.47 3.69  0.32
H -11.28 -0.55 5.38  0.31
Cl 6.18 -0.92 -4.88  -0.24
C 4.73 -0.52 -5.83  0.49
C 5.01 -0.52 -7.33  0.24
Cl 6.06 0.83 -7.82  -0.17
H 4.36 0.46 -5.49  -0.35
H 3.98 -1.27 -5.59  -0.03
H 4.07 -0.40 -7.88  0.39
H 5.48 -1.45 -7.65  -0.38
Cl 3.19 -4.72 -6.56  -0.16
C 4.78 -5.51 -6.43  -0.45
C 5.90 -4.50 -6.23  -0.25
Cl 6.18 -3.51 -7.68  -0.22
H 4.94 -6.11 -7.33  0.33
H 4.73 -6.18 -5.58  0.29
H 6.84 -5.02 -6.02  0.34
H 5.70 -3.83 -5.39  0.12
Cl 11.28 1.63 -7.34  -0.20
C 9.83 2.03 -8.29  -0.10
C 10.11 2.03 -9.79  -0.25
Cl 11.16 3.38 -10.28  -0.22
H 9.46 3.00 -7.95  0.33
H 9.08 1.27 -8.05  0.03
H 9.17 2.14 -10.34  0.12
H 10.58 1.09 -10.11  0.38
Cl 3.25 2.07 -5.67  -0.19
C 4.62 3.17 -5.94  -0.33
C 4.38 4.54 -5.33  -0.52
Cl 3.11 5.44 -6.19  -0.20
H 4.80 3.23 -7.02  0.30
H 5.50 2.70 -5.47  0.30
H 5.30 5.14 -5.40  0.34
H 4.10 4.47 -4.28  0.34
Cl 7.55 0.68 -10.84  -0.19
C 6.39 0.30 -12.15  -0.55
C 7.03 0.40 -13.52  -0.43
Cl 7.42 2.08 -13.97  -0.18
H 5.54 0.97 -12.05  0.30
H 6.05 -0.73 -11.97  0.31
H 6.34 0.02 -14.28  0.33
H 7.95 -0.19 -13.59  0.29

---

[3]
Below is a structure of composition C23H51AlF5O9, with properties calculated with ωB97M-V with the def2-TZVPD basis set.

## Properties
Charge: -1
HOMO energy in Eh: -0.1934
HOMO-LUMO gap in eV: 7.0

Last column: Mulliken charge in e.
Cartesian coordinates (Å):
C 3.54 6.05 -1.22  -1.41
C 4.37 6.56 -2.37  0.59
F 3.61 7.58 -2.95  -0.37
C 4.73 5.52 -3.38  -1.00
Al 4.83 6.11 -5.34  0.09
C 5.12 8.14 -5.60  0.66
F 5.71 8.35 -6.84  -0.34
F 3.93 8.81 -5.65  -0.32
C 5.99 8.86 -4.61  0.30
F 7.25 8.42 -4.71  -0.28
F 6.03 10.22 -4.87  -0.34
H 3.42 6.85 -0.50  0.40
H 4.00 5.20 -0.75  0.38
H 2.57 5.81 -1.61  0.19
H 5.29 6.99 -1.98  0.19
H 3.96 4.75 -3.35  0.36
H 5.66 5.03 -3.11  0.40
H 3.43 5.74 -6.06  -0.30
H 6.00 5.27 -6.08  -0.30
H 5.63 8.77 -3.60  0.07
C -0.39 6.41 -1.28  -0.90
O -0.40 5.33 -0.38  -0.26
C -0.69 5.73 0.95  -0.57
C -1.27 4.58 1.75  -0.36
O -2.64 4.32 1.47  -0.46
C -2.95 3.66 0.25  -0.39
C -2.62 2.18 0.24  -0.47
O -1.24 1.97 0.03  -0.27
C -0.79 0.74 0.55  -0.73
H 0.41 7.12 -1.03  0.36
H -0.21 6.02 -2.28  0.26
H -1.36 6.93 -1.28  0.37
H -1.40 6.56 0.95  0.36
H 0.25 6.05 1.43  0.39
H -1.25 4.87 2.80  0.39
H -0.66 3.68 1.64  0.16
H -2.50 4.17 -0.60  0.16
H -4.04 3.75 0.15  0.38
H -3.17 1.69 -0.58  0.35
H -2.94 1.73 1.19  0.34
H -0.97 0.68 1.63  0.32
H 0.28 0.68 0.38  0.28
H -1.28 -0.10 0.05  0.27
C -8.16 -3.73 -0.45  -0.77
O -6.76 -3.68 -0.57  -0.26
C -6.30 -2.47 -1.15  -0.63
C -4.88 -2.17 -0.74  -0.35
O -4.75 -1.65 0.58  -0.40
C -4.91 -2.55 1.66  -0.43
C -3.74 -3.48 1.86  -0.51
O -3.78 -4.55 0.94  -0.32
C -2.50 -5.10 0.69  -0.83
H -8.65 -3.71 -1.44  0.32
H -8.42 -4.66 0.05  0.23
H -8.53 -2.89 0.15  0.33
H -6.94 -1.64 -0.85  0.35
H -6.34 -2.57 -2.24  0.41
H -4.51 -1.38 -1.39  0.39
H -4.23 -3.04 -0.88  0.18
H -5.85 -3.10 1.60  0.19
H -4.97 -1.91 2.55  0.39
H -3.78 -3.90 2.88  0.42
H -2.81 -2.92 1.75  0.29
H -1.82 -4.34 0.29  0.31
H -2.61 -5.89 -0.05  0.34
H -2.06 -5.52 1.61  0.34
C 2.91 -9.61 3.28  -0.77
O 2.88 -8.39 2.58  -0.26
C 1.82 -8.32 1.64  -0.61
C 1.42 -6.89 1.35  -0.40
O 0.63 -6.29 2.37  -0.38
C 1.28 -5.91 3.57  -0.40
C 2.14 -4.68 3.44  -0.57
O 3.39 -4.99 2.84  -0.27
C 3.98 -3.88 2.21  -0.76
H 3.10 -10.45 2.61  0.32
H 3.71 -9.55 4.01  0.23
H 1.96 -9.78 3.81  0.33
H 0.94 -8.87 2.02  0.35
H 2.15 -8.80 0.71  0.41
H 0.78 -6.90 0.47  0.39
H 2.30 -6.28 1.12  0.19
H 1.83 -6.74 4.01  0.17
H 0.46 -5.67 4.26  0.39
H 2.34 -4.27 4.44  0.42
H 1.61 -3.92 2.85  0.33
H 3.32 -3.48 1.42  0.32
H 4.91 -4.21 1.74  0.23
H 4.21 -3.09 2.93  0.32

---

[4]
Below is a cluster of 4 separate species, C23H51BNO11 in total, with properties calculated with ωB97M-V with the def2-TZVPD basis set.

## Properties
Charge: -1
HOMO energy in Eh: -0.1669
HOMO-LUMO gap in eV: 6.6

Last column: Mulliken charge in e.
Cartesian coordinates (Å):
C 5.91 2.52 -3.89  -1.01
C 4.38 2.09 -4.22  -0.28
C 4.29 0.50 -3.88  -1.13
N 2.88 0.06 -4.16  0.08
C 2.59 -1.30 -3.62  0.54
C 1.64 -2.20 -4.54  -0.57
C 0.54 -1.40 -5.39  -0.82
C -0.62 -0.73 -4.51  -0.26
O -0.20 0.67 -4.26  -0.20
C -1.23 1.55 -4.69  0.52
C -2.23 2.15 -3.59  -0.84
O -1.40 1.85 -5.89  -0.55
B 1.95 -1.12 -2.11  0.32
C 2.37 0.05 -1.07  -0.55
O 0.94 -2.07 -1.61  -0.46
C 3.93 -2.19 -3.38  0.03
O 4.66 -2.63 -4.32  -0.73
O 4.29 -2.48 -2.06  -0.76
H 6.09 2.44 -2.75  0.26
H 6.61 1.73 -4.36  0.26
H 6.19 3.54 -4.30  0.33
H 4.23 2.19 -5.36  0.26
H 3.63 2.69 -3.61  0.23
H 4.59 0.41 -2.78  0.38
H 5.04 0.00 -4.60  0.38
H 2.80 0.12 -5.18  0.26
H 2.33 -2.72 -5.31  0.44
H 1.12 -3.05 -3.98  0.12
H 0.99 -0.59 -6.06  0.31
H 0.06 -2.16 -6.11  0.43
H -1.62 -0.67 -5.08  0.44
H -0.71 -1.25 -3.50  0.11
H -3.25 2.32 -4.08  0.31
H -1.79 3.12 -3.15  0.26
H -2.38 1.41 -2.73  0.22
H 3.00 -0.36 -0.19  0.12
H 2.85 0.96 -1.55  0.18
H 1.39 0.42 -0.57  -0.02
H 1.35 -2.94 -1.83  0.21
C -2.52 -4.06 1.71  -0.72
O -1.57 -4.29 0.68  -0.48
C -0.38 -3.50 0.85  0.91
C 0.76 -4.33 1.41  -0.63
O 0.50 -4.75 2.75  -0.37
C 0.09 -6.10 2.83  -0.78
H -3.29 -4.82 1.63  0.27
H -2.06 -4.14 2.70  0.32
H -2.98 -3.08 1.58  0.28
H -0.58 -2.63 1.49  0.02
H -0.10 -3.13 -0.14  -0.28
H 1.67 -3.72 1.43  0.39
H 0.97 -5.20 0.76  0.40
H 0.94 -6.76 2.64  0.32
H -0.71 -6.32 2.12  0.34
H -0.28 -6.29 3.84  0.23
C 1.24 0.82 5.73  -0.71
O 0.05 0.46 5.04  -0.40
C -0.23 1.34 3.95  -0.40
C 0.14 0.70 2.62  0.06
O 1.55 0.54 2.50  -0.40
C 1.96 -0.80 2.72  -0.49
H 1.49 0.02 6.42  0.25
H 2.08 0.97 5.04  0.30
H 1.07 1.74 6.31  0.33
H 0.28 2.30 4.08  0.37
H -1.31 1.53 3.96  0.12
H -0.17 1.37 1.81  0.41
H -0.37 -0.26 2.48  -0.08
H 1.67 -1.43 1.88  -0.16
H 1.54 -1.20 3.65  0.42
H 3.05 -0.81 2.81  0.40
C -6.01 5.18 4.69  -0.67
O -6.35 4.74 3.39  -0.38
C -5.28 4.94 2.45  -0.52
C -4.55 3.64 2.16  -0.53
O -3.84 3.18 3.30  -0.29
C -4.51 2.11 3.96  -0.87
H -6.78 4.82 5.38  0.24
H -5.04 4.78 5.02  0.27
H -5.98 6.27 4.73  0.33
H -4.59 5.71 2.81  0.33
H -5.74 5.31 1.53  0.36
H -3.81 3.83 1.37  0.36
H -5.25 2.88 1.79  0.37
H -4.43 1.20 3.36  0.31
H -5.56 2.34 4.14  0.46
H -4.02 1.94 4.92  0.23

---

[5]
Below is a cluster of 9 separate species, C23H51Cl8N5O5 in total, with properties calculated with ωB97M-V with the def2-TZVPD basis set.

## Properties
Relative energy (zero: lowest compared OMol25 entry of this formula, charge and spin) in kcal per mole: 27.01
HOMO energy in Eh: -0.3276
HOMO-LUMO gap in eV: 9.0
SMILES string: CNC(C)=O.CNC(C)=O.CNC(C)=O.CNC(C)=O.CNC(C)=O.ClCCCl.ClCCCl.ClCCCl.ClCCCl

Last column: Mulliken charge in e.
Cartesian coordinates (Å):
C 2.19 0.65 4.08  -0.95
N 3.18 -0.44 4.16  0.36
C 4.24 -0.28 4.88  0.78
C 5.16 -1.46 4.78  -1.13
O 4.49 0.75 5.53  -0.73
H 1.30 0.23 3.60  0.25
H 2.59 1.57 3.64  0.31
H 1.83 0.88 5.08  0.34
H 2.97 -1.20 3.53  -0.14
H 6.02 -1.25 4.15  0.27
H 4.71 -2.45 4.68  0.26
H 5.71 -1.64 5.70  0.37
C 2.87 -4.75 -2.75  -0.64
N 1.56 -4.89 -2.04  -0.25
C 0.78 -3.88 -1.63  0.73
C -0.58 -4.14 -0.97  -1.23
O 1.17 -2.72 -1.74  -0.49
H 3.52 -5.28 -2.06  0.32
H 3.13 -3.70 -2.62  0.06
H 2.87 -4.92 -3.82  0.31
H 1.10 -5.76 -2.24  0.23
H -0.74 -5.07 -0.44  0.41
H -1.48 -4.10 -1.57  0.39
H -0.86 -3.37 -0.25  0.12
C -0.09 7.01 -0.39  -0.94
N 0.80 5.93 -0.69  -0.21
C 0.47 4.87 -1.41  0.79
C 1.74 3.98 -1.50  -0.77
O -0.63 4.86 -2.02  -0.68
H -1.05 6.88 -0.89  0.31
H 0.32 8.00 -0.62  0.31
H -0.31 7.01 0.67  0.29
H 1.76 6.23 -0.65  0.26
H 2.64 4.55 -1.24  0.37
H 1.92 3.54 -2.48  0.16
H 1.73 3.23 -0.71  0.12
C -3.86 2.60 -2.85  -0.72
N -5.27 2.89 -3.26  -0.14
C -6.30 2.21 -2.62  0.64
C -7.68 2.53 -3.28  -1.03
O -6.25 1.36 -1.67  -0.62
H -3.28 3.52 -2.91  0.33
H -3.31 1.93 -3.50  0.29
H -3.83 2.21 -1.83  0.13
H -5.52 3.42 -4.09  0.24
H -8.14 3.38 -2.77  0.24
H -8.33 1.66 -3.27  0.30
H -7.40 2.75 -4.31  0.33
C 1.80 -3.79 2.75  -0.78
N 0.98 -3.13 3.65  -0.02
C 1.04 -3.08 4.97  0.88
C -0.09 -2.25 5.64  -1.23
O 1.99 -3.44 5.66  -0.67
H 2.54 -3.21 2.21  -0.03
H 1.25 -4.25 1.93  0.30
H 2.40 -4.50 3.33  0.42
H 0.11 -2.81 3.24  0.15
H -0.70 -1.59 5.02  0.30
H 0.42 -1.70 6.43  0.31
H -0.86 -2.94 5.96  0.39
Cl 4.65 -1.69 1.42  -0.16
C 3.50 -1.68 0.11  0.17
C 4.17 -1.13 -1.19  0.01
Cl 5.48 -2.24 -1.63  -0.19
H 2.63 -1.18 0.55  -0.31
H 3.04 -2.67 0.02  0.07
H 4.64 -0.18 -0.94  0.48
H 3.45 -1.00 -2.00  -0.13
Cl 2.36 2.15 -5.46  -0.18
C 1.77 0.47 -5.28  0.03
C 0.25 0.46 -5.26  -0.72
Cl -0.23 1.13 -3.75  0.01
H 2.14 0.03 -4.35  -0.15
H 1.99 -0.18 -6.13  0.35
H -0.06 -0.58 -5.37  0.30
H -0.27 1.09 -5.98  0.38
Cl -1.34 2.07 0.98  -0.22
C -1.04 1.12 -0.45  0.20
C 0.23 0.23 -0.24  -0.44
Cl 0.20 -0.96 1.08  0.00
H -1.01 1.77 -1.32  -0.18
H -1.90 0.45 -0.53  0.34
H 1.20 0.74 -0.23  0.31
H 0.28 -0.45 -1.09  0.05
Cl -6.26 -2.04 1.23  -0.21
C -6.37 -0.33 1.72  -0.34
C -5.06 0.45 1.41  -0.37
Cl -3.84 0.13 2.68  -0.17
H -6.61 -0.35 2.78  0.38
H -7.13 0.12 1.08  0.28
H -5.11 1.53 1.36  0.32
H -4.45 0.07 0.59  0.12